The following is a DFT calculation (ωB97M-V/def2-TZVPD) of H13NaO7 as an isolated structure in a non-equilibrium geometry.

Positions of all 21 atoms, in Å:
Na -0.07642 -0.09225 0.41586
O 1.26995 -2.10306 0.78579
H 0.79413 -2.00433 1.63335
O -1.53128 1.83440 1.54547
H -0.99963 2.60954 1.36451
H -1.65584 1.84504 2.49447
O 0.99913 2.19329 0.13870
H 1.34087 2.90348 0.68189
H 0.99351 2.55146 -0.74895
O 1.23280 -1.32883 -1.71192
H 1.48393 -1.79415 -0.91402
H 1.07143 -2.02124 -2.35283
O 1.34722 0.05816 2.39010
H 1.90283 0.62171 2.92856
H 1.91436 -0.67213 2.14261
O -0.84742 0.49433 -2.82774
H -0.17853 -0.10769 -2.50155
H -1.54424 -0.07508 -3.15400
O -2.20571 -1.42497 -0.90220
H -2.59287 -2.20375 -1.30200
H -2.71821 -1.28387 -0.10618

Properties
- Energy above the lowest of the compared OMol25 structures with the same formula, charge and spin: 89.8 kJ/mol
- Electronic energy: -696.79725 Eh
- Total charge: 0
- Highest occupied orbital energy: -7.550 eV


The following is a DFT calculation (ωB97M-V/def2-TZVPD) of C25H21BrF6N5ReSSbSi as an isolated structure in a non-equilibrium geometry.

Positions of all 62 atoms, in Å:
Re 0.17180 -0.35670 0.01560
S -2.79320 -4.71430 5.49290
N -1.99080 -3.32820 5.57570
C -1.68490 -2.90390 4.35660
C -0.95020 -1.72590 4.00580
C -0.45230 -0.79300 4.92270
C 0.25900 0.28590 4.43150
C 0.43180 0.45350 3.06160
N -0.05320 -0.40420 2.15480
C -0.71890 -1.50110 2.63040
C -1.19990 -2.41170 1.64050
N -0.89640 -2.07780 0.36030
C -1.38970 -2.82090 -0.62600
C -2.20400 -3.92590 -0.38900
C -2.48730 -4.31150 0.90720
C -1.96870 -3.55010 1.96260
C -2.17940 -3.80670 3.35300
N -2.81000 -4.83960 3.89410
H -0.61700 -0.93830 5.98150
H 0.67700 1.01380 5.10880
H 0.97960 1.30830 2.68920
H -1.15890 -2.53150 -1.64450
H -2.60630 -4.47710 -1.22560
H -3.10740 -5.16940 1.12210
F -1.50750 0.21380 -1.55040
Sb -0.21900 0.44590 -3.16860
F -1.12530 2.07840 -3.45630
F -1.31050 -0.76630 -4.07710
F 1.34200 0.63570 -4.15690
F 0.67040 -1.07180 -2.17240
F 0.70700 1.39340 -1.58170
C -2.34660 4.46930 -2.31620
Si -2.06890 3.40060 -0.80430
C -0.48940 3.31490 0.24720
C -3.46870 2.33830 -0.12790
C -3.22890 1.17970 0.62340
C -4.27220 0.40320 1.09330
C -5.58370 0.79400 0.86100
C -5.84170 1.94760 0.13720
C -4.79990 2.71360 -0.36110
H -2.73740 5.45300 -2.05660
H -3.05190 4.00160 -3.00940
H -1.41950 4.62760 -2.86700
H -0.57730 3.93840 1.13530
H 0.38620 3.66040 -0.30210
H -0.30520 2.28950 0.58800
H -2.20480 0.85890 0.82760
H -4.06640 -0.49570 1.65780
H -6.39750 0.19260 1.23130
H -6.86200 2.25820 -0.03060
H -5.02660 3.60270 -0.92910
Br 5.03830 2.41230 -0.52230
C 4.19050 0.73540 -0.27860
C 4.85420 -0.46300 -0.54480
C 4.18660 -1.65110 -0.29190
C 2.86290 -1.60990 0.11620
N 2.20730 -0.46030 0.29960
C 2.87310 0.69310 0.16910
H 5.85980 -0.45800 -0.93950
H 4.67910 -2.60320 -0.42000
H 2.30060 -2.51820 0.28630
H 2.36050 1.61860 0.40250

Properties
- Expectation value of S²: 2.01
- Energy above the lowest of the compared OMol25 structures with the same formula, charge and spin: 0.0 kJ/mol
- Electronic energy: -5417.63375 Eh
- Total charge: +3
- Spin multiplicity: 3
- Highest occupied orbital energy (spin up / spin down): -17.150 / -17.202 eV


The following is a DFT calculation (ωB97M-V/def2-TZVPD) of C8H6N2O2 in the gas phase in a non-equilibrium geometry.

Positions of all 18 atoms, in Å:
O -2.77731 -1.31378 0.16418
C -1.75518 -0.69002 -0.00666
N -0.52863 -1.31457 -0.12836
C 0.64498 -0.67900 -0.29530
N 1.82982 -1.40715 -0.18590
C 2.98050 -0.81478 0.22084
C 3.18767 0.63020 0.27347
C 1.98472 1.43347 -0.03198
C 0.65533 0.81238 -0.19217
C -0.52523 1.50258 -0.26450
C -1.76417 0.79497 -0.04887
O -3.09072 1.14163 0.19459
H -0.68722 -2.42385 0.15922
H 3.88134 -1.46437 0.41090
H 4.18773 0.96310 0.40202
H 2.00220 2.56713 0.11917
H -0.48120 2.57729 -0.09060
H -3.51862 0.27112 0.39997

Properties
- SMILES: O=c1[nH]c2ncccc2cc1O
- Energy above the lowest of the compared OMol25 structures with the same formula, charge and spin: 208.9 kJ/mol
- Electronic energy: -568.40273 Eh
- Total charge: 0
- Highest occupied orbital energy: -8.203 eV


The following is a DFT calculation (ωB97M-V/def2-TZVPD) of C30H21Br2CsN2O3P as an isolated structure in a non-equilibrium geometry.

Positions of all 60 atoms, in Å:
Cs 1.25484 2.55094 0.35056
O -1.60939 3.04764 1.31164
C -1.02626 2.41445 2.21204
C -1.63671 1.22259 2.95532
C -2.46483 1.47518 4.03525
C -2.77449 0.51465 4.96035
C -2.32335 -0.78011 4.81016
C -1.50743 -1.09144 3.74656
C -1.12250 -0.08141 2.85709
P 0.15811 -0.43492 1.58379
C 0.72113 -2.12812 1.95107
C 1.86245 -2.27202 2.73455
C 2.24517 -3.53049 3.18316
C 1.49548 -4.64103 2.80055
C 0.37221 -4.50890 2.00607
C -0.01416 -3.24458 1.58289
C -0.75590 -0.74753 0.01496
C -2.11209 -0.46927 -0.09304
C -2.81690 -0.76327 -1.25940
C -2.15790 -1.38350 -2.31500
C -0.79303 -1.65043 -2.22762
C -0.09428 -1.30343 -1.08428
H -2.80050 2.50291 4.17802
H -3.40995 0.72918 5.81802
H -2.58065 -1.54818 5.53789
H -1.12788 -2.10402 3.61353
H 2.40453 -1.38410 3.01710
H 3.11376 -3.67984 3.82809
H 1.78931 -5.62875 3.14057
H -0.21481 -5.37969 1.75081
H -0.92429 -3.13838 0.99234
H -2.61791 -0.00003 0.74554
H -3.88291 -0.54327 -1.33613
H -2.70201 -1.63759 -3.20259
H -0.30429 -2.13242 -3.05595
H 0.97819 -1.50038 -1.01381
Br 4.74184 0.55798 -5.94027
C 3.69435 1.02948 -4.47671
C 4.34509 1.41333 -3.32834
C 3.49149 1.76014 -2.28275
N 2.17598 1.75831 -2.36926
C 1.57336 1.38754 -3.48652
C 2.31041 1.01252 -4.60412
C 0.04418 1.48114 -3.47871
C -0.69794 1.09537 -4.57243
C -2.06354 1.26565 -4.48685
Br -3.14031 0.73147 -5.93962
C -2.67504 1.78018 -3.35970
C -1.82403 2.09730 -2.29953
N -0.50179 1.95903 -2.36225
H 5.41762 1.39741 -3.21172
H 3.94242 2.07698 -1.33987
H 1.86563 0.71500 -5.55192
H -0.25335 0.67203 -5.46374
H -3.75036 1.92484 -3.29838
H -2.23024 2.47474 -1.35810
O 3.32214 3.91528 4.37473
C 2.76110 3.66921 3.27990
O 3.22462 3.49566 2.08769
H 1.60559 3.57895 3.33840

Properties
- Energy above the lowest of the compared OMol25 structures with the same formula, charge and spin: 34.4 kJ/mol
- Electronic energy: -7000.58681 Eh
- Total charge: -1
- Highest occupied orbital energy: -2.820 eV


The following is a DFT calculation (ωB97M-V/def2-TZVPD) of a 18-piece molecular cluster, C33H35Cl51F2NO6PS overall in a non-equilibrium geometry.

Positions of all 130 atoms, in Å:
C -7.90837 1.36569 -1.33460
C -7.71624 0.37870 -2.49324
O -8.68975 0.06060 -3.13434
O -6.48956 -0.15277 -2.77814
C -6.00187 0.25931 -4.06910
C -4.48603 -0.06776 -4.24837
C -3.65039 0.29237 -2.97008
C -3.60823 -0.94829 -2.05156
C -2.70130 -0.77704 -0.83146
C -1.52334 -1.52331 -0.67631
F -1.28695 -2.39665 -1.64733
C -0.65468 -1.41608 0.41676
P 0.85018 -2.43541 0.60482
O 2.14936 -1.51156 0.97423
O 0.57077 -3.44935 1.84824
S 1.33378 -3.51925 -0.91550
C -0.99593 -0.47581 1.43911
C -0.19161 -0.24298 2.72671
C -0.94207 -0.85981 3.92725
F -0.70297 -2.23002 3.98249
C -2.15219 0.26253 1.28612
C -3.01797 0.12605 0.16165
C -4.21460 1.07445 0.34480
O -4.99922 1.53371 -0.42841
N -4.15290 1.29974 1.77754
C -2.78437 1.32647 2.19190
O -2.29481 2.04820 3.01620
H -7.96338 0.80916 -0.38918
H -7.09952 2.10726 -1.32961
H -8.84698 1.91908 -1.45541
H -6.20846 1.33422 -4.20085
H -6.59685 -0.30478 -4.83037
H -4.08863 0.46933 -5.11740
H -4.40111 -1.15025 -4.42457
H -4.15266 1.15305 -2.50808
H -2.63951 0.62710 -3.25252
H -3.24425 -1.79202 -2.65751
H -4.59795 -1.24571 -1.67710
H 1.90476 -0.56980 0.96105
H 1.16745 -4.20272 1.70194
H -0.20556 0.84839 2.89627
H 0.86135 -0.53245 2.66894
H -2.01910 -0.64606 3.91014
H -0.51407 -0.42288 4.84418
H -4.42778 2.28144 1.87558
C 3.95065 1.13153 -1.56306
Cl 2.61085 1.27590 -0.41252
Cl 5.26961 2.21447 -1.11435
Cl 4.51361 -0.53248 -1.65305
H 3.58798 1.42274 -2.54189
C 3.48185 -1.59298 -5.58435
Cl 2.81445 -1.58501 -7.21912
Cl 4.22350 -0.03292 -5.20602
Cl 2.23616 -1.98874 -4.39993
H 4.25108 -2.35383 -5.53512
C 3.71104 -6.55213 -2.37087
Cl 3.17332 -7.30967 -0.86851
Cl 2.40902 -5.61531 -3.10081
Cl 5.11062 -5.51817 -2.07590
H 3.99870 -7.33447 -3.06166
C 8.01441 -2.70740 -1.18427
Cl 9.17022 -4.02191 -1.40367
Cl 8.84891 -1.20832 -0.77158
Cl 7.02761 -2.49471 -2.63105
H 7.35784 -2.96666 -0.36481
C -2.68073 4.73424 0.05200
Cl -2.79016 5.26620 -1.62786
Cl -2.52461 2.97083 0.13694
Cl -1.32440 5.51620 0.86312
H -3.59623 5.01676 0.56899
C -7.16469 5.51300 -2.99090
Cl -5.48844 5.23288 -2.50642
Cl -7.24512 6.73741 -4.26136
Cl -7.92223 4.01103 -3.53100
H -7.71135 5.87953 -2.13072
C 8.02091 5.05936 -0.95025
Cl 7.36097 5.09013 -2.58950
Cl 8.75865 6.61037 -0.54839
Cl 6.76133 4.64799 0.21532
H 8.78786 4.29606 -0.90820
C -5.00677 0.54551 -8.19866
Cl -3.25044 0.36365 -8.21037
Cl -5.75751 -0.72901 -7.23646
Cl -5.46239 2.13714 -7.58181
H -5.36448 0.45954 -9.21684
C 4.71434 7.73042 -2.92625
Cl 4.04618 7.77195 -4.56050
Cl 5.45928 9.27720 -2.51582
Cl 3.46645 7.30616 -1.75149
H 5.48072 6.96744 -2.89339
C -5.94532 6.49665 2.49366
Cl -4.80706 5.14626 2.36073
Cl -5.07997 8.00959 2.74422
Cl -6.96687 6.59038 1.05777
H -6.58038 6.31916 3.35259
C 8.98346 -5.57191 2.27759
Cl 8.45766 -6.34788 3.77223
Cl 7.65929 -4.65633 1.55676
Cl 10.37430 -4.52421 2.57566
H 9.28279 -6.34382 1.57933
C 11.16787 -5.72382 6.24298
Cl 9.83855 -5.58225 7.39380
Cl 12.49362 -4.64088 6.67927
Cl 11.73362 -7.39410 6.14838
H 10.80169 -5.43456 5.26559
C 6.98031 -7.90634 8.92697
Cl 8.37912 -8.69279 9.66201
Cl 6.70471 -6.32105 9.65496
Cl 7.19572 -7.75836 7.18201
H 6.10866 -8.52140 9.11106
C -0.66341 -3.06524 7.25004
Cl -1.02601 -3.96262 8.72708
Cl -2.07945 -2.17181 6.69671
Cl 0.70170 -1.97279 7.50745
H -0.39193 -3.77416 6.47602
C 1.53145 -5.26140 3.84711
Cl 3.23087 -4.79690 3.74523
Cl 1.16331 -6.52375 2.66922
Cl 1.12761 -5.79625 5.48547
H 0.92615 -4.39151 3.61370
C -6.16769 8.32378 -7.98615
Cl -6.23773 8.87437 -9.66198
Cl -6.02629 6.56630 -7.91164
Cl -4.82716 9.09328 -7.13334
H -7.08997 8.61070 -7.49657
C -5.36497 0.85344 5.72882
Cl -5.64100 1.14130 4.01184
Cl -6.83551 0.30047 6.53590
Cl -4.05616 -0.31617 5.89334
H -5.05064 1.78065 6.19168

Properties
- Electronic energy: -26193.68555 Eh
- Total charge: 0
- Highest occupied orbital energy: -8.813 eV